The following is a quantum chemistry calculation of the molecule C7H12N2O in a non-equilibrium geometry, from OMol25.

Last column: Mulliken charge in e.
CARTESIAN COORDINATES (ANGSTROEM)
C 1.08803 -0.02871 -0.14552  2.05
C 1.51221 1.44204 -0.28548  -1.59
C 1.53649 -0.56928 1.21763  -1.61
C 1.71800 -0.85701 -1.26781  -1.79
C -0.41051 -0.09957 -0.23141  -0.08
C -2.57641 -0.05528 0.02653  0.15
N -3.85371 0.18122 0.44734  -0.47
C -1.37119 0.37616 0.63002  -0.26
O -0.96953 -0.58410 -1.34463  -0.16
N -2.31466 -0.75735 -1.06562  -0.66
H -4.56139 -0.35614 -0.02996  0.27
H -3.98675 0.27803 1.43980  0.23
H -1.25226 0.90637 1.55287  0.39
H 1.09551 0.00524 2.02792  0.34
H 1.44414 -0.45677 -2.23962  0.37
H 1.08988 2.04280 0.51645  0.36
H 1.16725 1.84809 -1.23424  0.40
H 2.59677 1.52192 -0.24584  0.41
H 2.61992 -0.50351 1.30207  0.43
H 1.24461 -1.61083 1.33070  0.39
H 1.38074 -1.88955 -1.21857  0.39
H 2.80284 -0.83378 -1.18262  0.42

E	-458.6418	a.u.
structure (SMILES)	CC(C)(C)c1cc(N)no1
HOMO level	-8.804	eV
energy relative to the best compared isomer or geometry (same formula, charge and spin)	29.54	kcal/mol
2S+1	1

The following is a quantum chemistry calculation of a cluster of 2 separate species, C5H6O2 in total in a non-equilibrium geometry, from OMol25.

Last column: Mulliken charge in e.
CARTESIAN COORDINATES (ANGSTROEM)
O -1.86684 -1.51085 1.27494  -0.52
C -1.86812 -0.21130 0.70523  -0.47
C -0.52845 0.08687 0.10956  -0.40
C 0.49500 0.88312 0.23417  0.55
C 1.70189 1.26627 -0.13671  -0.70
C 1.43241 -0.67567 -1.80716  0.13
O 2.39890 -0.86315 -2.36898  -0.16
H -1.19555 -1.51399 1.96858  0.32
H -2.20727 0.54914 1.41802  0.28
H -2.59312 -0.26443 -0.11510  0.24
H 2.59674 0.86301 0.33102  0.31
H 1.85504 1.99726 -0.92659  0.31
H -0.22063 -0.60628 -0.68697  0.12

E	-344.4868	a.u.
HOMO level	-9.747	eV
energy relative to the best compared isomer or geometry (same formula, charge and spin)	72.26	kcal/mol
2S+1	1

The following is a quantum chemistry calculation of a cluster of 3 separate species, C8H18FN2O5PS in total in a non-equilibrium geometry, from OMol25.

Last column: Mulliken charge in e.
CARTESIAN COORDINATES (ANGSTROEM)
C 0.10202 5.73622 -0.61892  -0.74
C -0.43390 4.58471 -0.24844  -0.18
N 0.23293 3.40336 -0.67534  0.17
P 1.83945 3.15835 0.14227  0.08
N 1.74831 1.91595 1.27100  -0.47
O 2.76554 2.50044 -1.03377  -0.42
S -0.75987 2.07269 -0.66274  0.97
O -0.10147 0.94604 -1.18421  -0.49
O -1.91664 2.36442 -1.40090  -0.62
F -1.19847 1.71892 0.80496  -0.14
H 0.40729 5.81463 -1.66037  0.24
H 0.28334 6.55243 0.06735  0.29
H -1.35311 4.56543 0.33160  0.36
H 1.36721 2.22199 2.15711  0.33
H 1.32624 1.05045 0.94006  0.25
H 2.95404 3.23000 -1.64611  0.34
C 1.26149 -2.07832 -1.36616  -0.75
C 1.76721 -3.40046 -1.88872  0.64
O 2.62126 -4.02655 -1.30611  -0.56
C 1.15812 -3.90807 -3.17421  -1.10
H 1.78153 -1.83389 -0.44171  0.30
H 1.45188 -1.28964 -2.09483  0.32
H 0.19124 -2.14155 -1.16241  0.21
H 1.34445 -3.19805 -3.98150  0.31
H 0.08344 -4.04934 -3.04810  0.31
H 1.61000 -4.86301 -3.43472  0.31
C -2.07420 -3.34004 2.93151  -1.07
C -1.80437 -1.85906 3.04480  0.77
O -1.31951 -1.38016 4.04305  -0.56
C -2.16549 -1.00016 1.85727  -0.62
H -1.76830 -3.83378 3.85144  0.30
H -3.14006 -3.51441 2.77548  0.32
H -1.50577 -3.76059 2.10022  0.29
H -3.23550 -1.07275 1.65526  0.41
H -1.59982 -1.31864 0.97922  0.06
H -1.92053 0.03245 2.07665  0.13

E	-1640.6931	a.u.
structure (SMILES)	C=CN(P(N)O)S(=O)(=O)F.CC(C)=O.CC(C)=O
HOMO level	-9.397	eV
energy relative to the best compared isomer or geometry (same formula, charge and spin)	0.00	kcal/mol
2S+1	1